1.
C16H27N2O4ReS6SbSi | the ωB97M-V functional and the def2-TZVPD basis

The geometry in ORCA input format:
```
! wB97M-V def2-TZVPD RIJCOSX def2/J DEFGRID3
* xyz 1 1
Re 0.11 -0.74 -0.56
S 2.17 -1.35 -1.44
C 2.86 -2.40 -0.24
C 4.19 -2.85 -0.49
N 5.25 -3.23 -0.71
C 2.15 -2.82 0.84
S 0.49 -2.34 1.03
C 2.71 -3.66 1.84
N 3.18 -4.31 2.66
S -3.68 -0.87 -1.29
Sb -2.75 1.39 -1.03
S -0.69 0.68 -2.43
S -0.88 -1.32 -2.61
S -2.32 -0.64 0.26
C 3.59 1.66 0.85
C 3.15 2.79 -0.07
C 3.93 4.06 0.23
C 3.29 2.39 -1.53
O 1.75 3.12 0.15
Si 0.46 2.41 0.76
O 0.40 0.79 0.42
O -0.87 2.94 -0.09
C -1.11 4.33 -0.51
C -0.22 4.66 -1.71
C -2.57 4.42 -0.94
C -0.85 5.27 0.65
O 0.35 2.68 2.34
C 0.14 1.95 3.57
C 1.27 0.94 3.78
C 0.14 3.00 4.68
C -1.20 1.23 3.53
H 4.63 1.41 0.66
H 2.98 0.77 0.68
H 3.48 1.97 1.89
H 4.98 3.91 -0.01
H 3.85 4.32 1.29
H 3.56 4.89 -0.36
H 4.32 2.12 -1.76
H 2.98 3.20 -2.19
H 2.64 1.52 -1.73
H -0.28 3.86 -2.46
H 0.82 4.77 -1.41
H -0.56 5.59 -2.17
H -2.77 3.77 -1.81
H -2.79 5.44 -1.24
H -3.24 4.15 -0.12
H 0.18 5.18 0.99
H -1.50 5.03 1.49
H -1.03 6.30 0.34
H 2.22 1.46 3.95
H 1.37 0.30 2.90
H 1.05 0.32 4.65
H 1.10 3.52 4.69
H -0.02 2.52 5.64
H -0.65 3.72 4.50
H -1.13 0.37 2.87
H -1.98 1.91 3.16
H -1.48 0.89 4.52
*
```

For the energy above the lowest of the compared OMol25 structures with the same formula, charge and spin, the calculation gives 0.000 eV. The value obtained for the total energy is -4033.54603 Eh. For the HOMO energy, the calculation gives -12.069 eV.

Atomic partial charges in e from the natural (NBO) method, atoms 1 to 2: number 1, Re, carries 0.579; number 2, S, carries 0.241

---

2.
CH3N2O2 | the ωB97M-V functional and the def2-TZVPD basis

The geometry in ORCA input format:
```
! wB97M-V def2-TZVPD RIJCOSX def2/J DEFGRID3
* xyz -1 1
C 1.55 -0.19 -0.02
N 0.36 0.28 0.19
N -2.24 -0.59 -0.15
O -3.02 0.32 0.20
O 1.96 -1.34 0.10
H 2.33 0.59 -0.34
H 0.27 1.27 0.00
H -1.20 -0.35 0.03
*
```

For the energy above the lowest of the compared OMol25 structures with the same formula, charge and spin, the calculation gives 2.445 eV. The value obtained for the total energy is -299.84037 Eh. For the HOMO energy (alpha / beta), the calculation gives -3.788 / -3.762 eV.

Atomic partial charges in e from the natural (NBO) method, atoms 1 to 2: number 1, C, carries 0.484; number 2, N, carries -0.953

---

3.
C5H10N2 | the ωB97M-V functional and the def2-TZVPD basis

The geometry in ORCA input format:
```
! wB97M-V def2-TZVPD RIJCOSX def2/J DEFGRID3
* xyz 0 1
C 0.99 -1.12 -0.32
C 0.35 1.33 -0.14
C -1.03 0.80 0.18
C -1.25 -0.16 -0.75
C -0.50 -1.14 0.30
H 0.89 -1.17 -1.46
H 1.66 -1.84 0.26
H 1.96 0.33 1.14
H 0.65 1.78 -1.17
H 0.70 2.15 0.73
H -1.61 1.73 0.46
H -0.91 -0.04 -1.80
H -2.28 -0.42 -0.97
H -0.58 -2.34 0.41
H 0.20 -0.03 1.68
N 1.54 0.38 0.11
N -0.77 -0.24 1.32
*
```

For the energy above the lowest of the compared OMol25 structures with the same formula, charge and spin, the calculation gives 4.837 eV. The value obtained for the total energy is -305.84611 Eh. For the HOMO energy, the calculation gives -8.738 eV.

Atomic partial charges in e from the natural (NBO) method, atoms 1 to 2: number 1, C, carries -0.259; number 2, C, carries -0.242

---

4.
C5H8N2O | the ωB97M-V functional and the def2-TZVPD basis

The geometry in ORCA input format:
```
! wB97M-V def2-TZVPD RIJCOSX def2/J DEFGRID3
* xyz 2 1
C -2.13 -2.41 -0.94
C 2.12 0.50 0.28
C 2.59 -0.81 -0.08
C 3.13 1.51 0.73
C -1.59 -0.40 0.27
N 0.94 0.76 -0.05
N -1.52 -1.56 -0.49
O 2.93 -1.85 -0.14
H -2.65 -3.37 -1.17
H 2.61 2.48 0.64
H 3.85 1.42 -0.05
H 3.66 1.43 1.71
H -2.37 -0.55 1.06
H -1.75 0.40 -0.49
H -0.62 -0.17 0.74
H 0.76 1.85 0.07
*
```

For the energy above the lowest of the compared OMol25 structures with the same formula, charge and spin, the calculation gives 0.620 eV. The value obtained for the total energy is -379.25658 Eh. For the HOMO energy, the calculation gives -19.878 eV.

Atomic partial charges in e from the natural (NBO) method, atoms 1 to 2: number 1, C, carries 0.502; number 2, C, carries 0.098

---

5.
C10H15Br | the ωB97M-V functional and the def2-TZVPD basis

The geometry in ORCA input format:
```
! wB97M-V def2-TZVPD RIJCOSX def2/J DEFGRID3
* xyz 0 1
C -1.19 0.93 -1.53
C -1.21 -0.43 -1.74
C -0.51 1.53 -0.41
C -0.14 0.83 0.68
C -0.65 -1.50 -0.84
C -0.86 -0.99 0.60
C -0.03 2.95 -0.64
C 0.51 1.02 1.99
C 0.81 -1.51 -1.27
C -0.03 -1.71 1.59
Br -2.77 -1.07 1.05
H -1.68 1.67 -2.19
H -1.84 -0.75 -2.59
H -1.17 -2.44 -1.01
H 0.81 2.67 -1.27
H 0.26 3.64 0.16
H -0.74 3.46 -1.32
H -0.23 0.90 2.70
H 0.86 2.02 2.04
H 1.25 0.34 2.22
H 1.37 -0.85 -0.58
H 0.89 -1.14 -2.26
H 1.16 -2.58 -1.31
H -0.34 -1.30 2.71
H 0.97 -1.54 1.32
H -0.06 -2.84 1.71
*
```

For the energy above the lowest of the compared OMol25 structures with the same formula, charge and spin, the calculation gives 3.182 eV. The value obtained for the total energy is -2963.92992 Eh. For the HOMO energy, the calculation gives -8.125 eV.

Atomic partial charges in e from the natural (NBO) method, atoms 1 to 2: number 1, C, carries -0.253; number 2, C, carries -0.110

---

6.
C20H39MoNOP2Si | the ωB97M-V functional and the def2-TZVPD basis

The geometry in ORCA input format:
```
! wB97M-V def2-TZVPD RIJCOSX def2/J DEFGRID3
* xyz 2 1
Mo -0.54 0.11 -0.26
P 1.32 0.85 -1.38
P -1.95 2.15 -0.09
N -1.42 -0.66 -1.55
H 2.43 -2.42 3.00
C 1.87 -0.72 -2.12
H 2.72 -0.47 -2.77
H 1.08 -1.20 -2.71
H 2.21 -1.39 -1.34
C 2.69 1.44 -0.34
H 3.43 1.89 -1.02
H 3.15 0.62 0.22
H 2.32 2.20 0.36
C 1.26 1.98 -2.78
H 2.27 2.01 -3.22
H 0.98 2.98 -2.41
H 0.53 1.62 -3.52
C -3.68 1.57 -0.29
H -4.37 2.43 -0.21
H -3.94 0.82 0.48
H -3.80 1.11 -1.28
C -1.95 3.09 1.49
H -2.93 3.58 1.61
H -1.16 3.85 1.46
H -1.77 2.41 2.34
C -1.88 3.53 -1.33
H -2.68 4.25 -1.09
H -2.04 3.13 -2.35
H -0.90 4.03 -1.28
C -1.85 -0.97 -2.82
C -2.00 -2.65 -4.55
C -1.91 -2.32 -3.22
C -2.08 0.02 -3.79
C -2.19 -0.31 -5.13
C -2.15 -1.65 -5.52
H -1.94 -3.71 -4.81
H -1.75 -3.07 -2.45
H -2.14 1.05 -3.43
H -2.32 0.52 -5.82
H -2.23 -1.96 -6.57
C 3.31 -1.96 2.60
O 2.84 -1.76 0.82
C 4.57 -2.79 2.56
H 4.48 -3.35 3.50
H 5.40 -2.11 2.64
H 4.69 -3.53 1.78
C 3.40 -0.52 3.04
H 3.03 -0.45 4.07
H 2.79 0.18 2.44
H 4.44 -0.17 3.06
C -0.36 -2.27 4.00
Si -0.43 -0.93 2.70
C -2.19 -0.98 2.08
C -0.04 0.71 3.49
C 0.55 -0.90 1.09
C 1.63 -1.41 0.72
H -1.15 -2.08 4.74
H 0.58 -2.31 4.56
H -0.55 -3.26 3.57
H -2.68 -1.65 2.78
H -2.67 -0.01 2.15
H -2.33 -1.39 1.07
H 0.63 0.62 4.35
H 0.39 1.48 2.84
H -1.00 1.08 3.86
*
```

For the energy above the lowest of the compared OMol25 structures with the same formula, charge and spin, the calculation gives 0.273 eV. The value obtained for the total energy is -1955.25174 Eh. For the HOMO energy, the calculation gives -13.810 eV.

Atomic partial charges in e from the natural (NBO) method, atoms 1 to 2: number 1, Mo, carries 0.551; number 2, P, carries 1.162

---

7.
C40H32BrN5O3PSSn | the ωB97M-V functional and the def2-TZVPD basis

The geometry in ORCA input format:
```
! wB97M-V def2-TZVPD RIJCOSX def2/J DEFGRID3
* xyz 1 1
Sn 0.61 -1.21 -0.10
C 4.76 0.62 -0.70
C 3.38 0.05 -0.83
N 2.79 -0.60 0.10
N 3.48 -0.86 1.24
C 2.76 -1.34 2.22
N 3.41 -1.66 3.35
S 1.03 -1.54 2.27
C 2.62 0.20 -2.09
C 3.18 0.78 -3.22
C 2.43 0.86 -4.38
C 1.14 0.36 -4.38
C 0.65 -0.22 -3.21
N 1.37 -0.29 -2.10
H 5.04 0.66 0.34
H 4.80 1.61 -1.13
H 5.48 -0.01 -1.23
H 4.42 -1.63 3.35
H 2.93 -2.08 4.12
H 4.20 1.14 -3.20
H 2.84 1.30 -5.27
H 0.51 0.39 -5.26
H -0.35 -0.63 -3.16
O 0.56 0.99 0.16
P -0.17 2.10 0.90
C 0.50 2.38 2.53
C -0.16 3.17 3.48
C 0.42 3.40 4.71
C 1.67 2.86 5.01
C 2.34 2.10 4.06
C 1.76 1.87 2.82
C -1.95 1.89 1.03
C -2.56 1.41 2.19
C -3.94 1.30 2.25
C -4.72 1.67 1.17
C -4.12 2.12 0.00
C -2.74 2.22 -0.08
C 0.09 3.63 -0.01
C 1.20 3.71 -0.85
C 1.49 4.89 -1.51
C 0.66 6.00 -1.34
C -0.44 5.92 -0.50
C -0.73 4.74 0.16
H -1.12 3.61 3.25
H -0.10 4.00 5.45
H 2.11 3.03 5.98
H 3.32 1.70 4.28
H 2.29 1.30 2.07
H -1.96 1.12 3.04
H -4.41 0.93 3.16
H -5.80 1.61 1.23
H -4.73 2.39 -0.86
H -2.27 2.57 -0.99
H 1.83 2.84 -0.98
H 2.35 4.95 -2.16
H 0.88 6.92 -1.86
H -1.08 6.78 -0.37
H -1.60 4.69 0.81
C 0.75 -3.13 -0.81
C 0.79 -4.33 -0.92
C 0.85 -5.76 -1.07
C 0.08 -6.57 -0.24
C 0.15 -7.95 -0.36
C 0.99 -8.52 -1.31
C 1.75 -7.71 -2.15
C 1.68 -6.33 -2.03
H -0.56 -6.12 0.50
H -0.44 -8.58 0.28
H 1.04 -9.60 -1.41
H 2.40 -8.16 -2.89
H 2.27 -5.70 -2.68
Br -6.13 -0.07 -3.42
C -5.34 -0.73 -1.85
C -6.13 -1.22 -0.82
N -5.64 -1.67 0.33
C -4.32 -1.65 0.49
C -3.45 -1.18 -0.49
C -3.97 -0.71 -1.69
C -2.00 -1.15 -0.22
O -1.51 -1.57 0.85
O -1.19 -0.69 -1.11
H -7.21 -1.24 -0.93
H -3.93 -2.02 1.43
H -3.31 -0.33 -2.46
*
```

For the energy above the lowest of the compared OMol25 structures with the same formula, charge and spin, the calculation gives 0.000 eV. The value obtained for the total energy is -5570.74383 Eh. For the HOMO energy, the calculation gives -10.629 eV.

Atomic partial charges in e from the Löwdin method, atoms 1 to 2: number 1, Sn, carries 1.013; number 2, C, carries -0.004

---

8.
C4H13N3 | the ωB97M-V functional and the def2-TZVPD basis

The geometry in ORCA input format:
```
! wB97M-V def2-TZVPD RIJCOSX def2/J DEFGRID3
* xyz 1 2
C -1.36 1.17 0.35
C -0.95 -0.25 0.79
C -0.30 -1.04 -0.35
N -1.34 -1.52 -1.21
N -1.94 1.09 -0.95
C 2.51 0.57 0.56
N 2.56 -0.85 0.43
H -1.97 1.58 1.17
H -0.52 1.88 0.32
H -0.28 -0.23 1.64
H -1.87 -0.76 1.07
H 0.35 -0.43 -0.98
H 0.30 -1.87 0.03
H -2.01 -0.75 -1.42
H -1.11 -2.19 -1.94
H -2.73 1.72 -1.07
H 3.37 1.11 0.16
H 1.64 1.02 0.03
H 2.37 0.85 1.61
H 3.28 -1.10 -0.25
*
```

For the energy above the lowest of the compared OMol25 structures with the same formula, charge and spin, the calculation gives 4.358 eV. The value obtained for the total energy is -324.00577 Eh. For the HOMO energy (alpha / beta), the calculation gives -13.566 / -13.677 eV.

Atomic partial charges in e from the natural (NBO) method, atoms 1 to 2: number 1, C, carries -0.318; number 2, C, carries -0.421

---

The highest energy above the lowest of the compared OMol25 structures with the same formula, charge and spin belongs to which entry?
C5H10N2

---

Number 7 is which compound?
C40H32BrN5O3PSSn